Entry 1:
Density functional theory data (ωB97M-V/def2-TZVPD) for a structure of composition C26H56NO2P2Si4Sm at a distorted geometry.

Geometry as ORCA input:
```
! wB97M-V def2-TZVPD RIJCOSX def2/J DEFGRID3
* xyz 0 6
C -0.86 3.97 -1.69
C -0.88 2.64 -1.36
N -0.03 2.21 -0.44
C 0.86 2.97 0.21
C 0.92 4.30 -0.11
C 0.05 4.82 -1.07
C -1.78 1.64 -2.06
P -2.22 0.11 -1.09
Sm -0.04 0.01 0.06
P 2.13 0.53 1.11
C 1.69 2.34 1.32
C 0.03 -2.21 0.33
C -0.98 -2.69 1.03
C -1.01 -4.09 1.21
C 0.00 -4.88 0.65
C 1.03 -4.27 -0.06
C 1.03 -2.86 -0.23
O -0.72 0.22 -4.69
O 0.47 -1.81 -3.31
H -1.56 4.35 -2.45
H 1.64 4.94 0.41
H 0.09 5.89 -1.33
C -3.51 0.50 0.02
C -2.68 -1.17 -2.17
H 2.62 2.90 1.48
H 1.11 2.38 2.26
H -1.30 1.24 -2.99
H -2.73 2.11 -2.37
C 2.40 -0.16 2.67
C 3.56 0.42 0.10
H -1.79 -2.11 1.51
H -1.82 -4.56 1.79
H -0.01 -5.98 0.79
H 1.83 -4.87 -0.50
H 1.85 -2.42 -0.81
H 0.62 -1.21 -2.53
H 0.20 -2.64 -2.92
H -0.36 -0.62 -4.31
H 0.07 0.71 -4.94
H 0.84 -0.23 -1.55
H -4.40 0.72 -0.57
H -3.71 -0.37 0.69
H -3.26 1.35 0.68
H -3.55 -0.83 -2.73
H -1.86 -1.42 -2.87
H -2.92 -2.06 -1.59
H 4.39 0.87 0.65
H 3.78 -0.64 -0.11
H 3.42 0.92 -0.87
H 3.28 0.32 3.11
H 1.53 -0.03 3.34
H 2.57 -1.24 2.57
C -4.89 0.79 3.02
Si -3.64 -0.58 3.41
C -4.09 -0.89 5.23
C -4.22 -2.20 2.62
Si -1.34 -0.05 3.09
Si -1.11 2.00 4.13
C -2.27 2.22 5.61
C 0.58 2.30 4.93
C -1.63 3.35 2.93
Si -0.48 -1.56 4.74
C -0.86 -1.00 6.51
C -1.18 -3.30 4.63
C 1.35 -1.97 4.96
H -5.87 0.45 3.37
H -5.00 1.03 1.96
H -4.63 1.71 3.56
H -5.17 -1.09 5.27
H -3.57 -1.77 5.61
H -3.88 -0.01 5.84
H -4.17 -2.22 1.53
H -3.63 -3.05 2.99
H -5.27 -2.36 2.91
H -2.05 1.49 6.38
H -2.09 3.23 6.01
H -3.31 2.15 5.30
H 0.56 3.30 5.39
H 1.44 2.25 4.26
H 0.75 1.56 5.72
H -0.99 3.35 2.04
H -2.67 3.18 2.63
H -1.56 4.32 3.44
H -1.93 -0.85 6.69
H -0.50 -1.78 7.19
H -0.32 -0.07 6.73
H -0.81 -3.77 3.70
H -0.79 -3.88 5.48
H -2.27 -3.31 4.67
H 1.71 -2.50 4.07
H 1.93 -1.08 5.20
H 1.44 -2.66 5.81
*
```

ΔE to the lowest compared entry with this formula, charge and spin, kJ/mol: 409.8
HOMO level (alpha / beta), eV: -6.338 / -6.330
⟨S²⟩: 8.765
Energy, eV: -101443.8582
Frontier orbital gap (alpha / beta), eV: 5.902 / 5.934



Entry 2:
Density functional theory data (ωB97M-V/def2-TZVPD) for the ion C26H57N10 with charge +1.

Geometry as ORCA input:
```
! wB97M-V def2-TZVPD RIJCOSX def2/J DEFGRID3
* xyz 1 1
C 1.32 1.22 7.91
C 1.98 2.38 7.18
C 1.94 2.19 5.67
H 2.47 1.27 5.42
C 2.59 3.37 4.95
H 1.99 4.27 5.14
H 3.57 3.55 5.39
C 2.77 3.23 3.43
C 3.81 2.16 3.08
C 4.18 2.14 1.59
H 4.52 3.12 1.28
H 4.98 1.43 1.42
H 3.33 1.86 0.97
H 3.45 1.18 3.38
H 4.71 2.37 3.65
H 3.16 4.19 3.08
C 1.43 3.02 2.69
N 1.03 1.64 2.62
C 0.71 0.94 1.50
N 0.71 1.36 0.28
H 0.90 2.34 0.16
N 0.27 -0.35 1.73
C 1.06 -1.36 1.92
N 0.50 -2.59 2.02
H -0.50 -2.61 2.15
N 2.41 -1.25 2.03
C 3.35 -2.26 1.58
H 4.22 -2.22 2.25
C 3.80 -2.00 0.14
C 2.62 -2.07 -0.84
H 1.84 -1.38 -0.53
C 3.02 -1.78 -2.29
C 3.55 -0.37 -2.54
H 3.87 -0.31 -3.58
C 2.53 0.74 -2.28
N 1.43 0.70 -3.21
C 0.19 0.15 -3.07
N -0.57 -0.15 -4.06
H -0.17 0.01 -4.97
N -0.26 -0.05 -1.77
H 1.01 -3.31 2.50
H 0.21 0.48 -0.97
C -1.45 -0.61 -1.46
N -1.72 -0.78 -0.16
H -2.61 -1.16 0.11
N -2.28 -0.98 -2.40
H -1.91 -0.77 -3.35
C -3.58 -1.59 -2.22
H -3.46 -2.60 -1.81
H -4.17 -1.00 -1.52
C -4.32 -1.67 -3.56
C -4.50 -0.28 -4.20
H -3.53 0.11 -4.50
H -5.09 -0.41 -5.11
C -5.19 0.76 -3.32
C -6.58 0.37 -2.81
C -7.58 0.13 -3.94
H -7.63 1.00 -4.60
H -7.31 -0.74 -4.53
H -8.57 -0.03 -3.53
H -6.52 -0.52 -2.19
H -6.95 1.19 -2.18
H -5.29 1.68 -3.91
H -4.55 1.01 -2.47
H -5.31 -2.09 -3.35
C -3.62 -2.60 -4.56
C -3.57 -4.06 -4.11
H -3.20 -4.68 -4.92
H -4.57 -4.41 -3.85
H -2.91 -4.19 -3.26
H -2.60 -2.25 -4.75
H -4.16 -2.55 -5.50
H 1.71 0.81 -4.17
H 2.15 0.68 -1.26
H 3.03 1.71 -2.40
H 4.43 -0.19 -1.92
H 2.14 -1.95 -2.92
H 3.78 -2.50 -2.60
H 2.20 -3.08 -0.80
H 4.26 -1.01 0.09
H 4.55 -2.73 -0.14
H 2.90 -3.25 1.66
H 2.75 -0.31 1.88
H -1.03 -0.55 0.57
H 0.90 1.16 3.49
H 1.52 3.41 1.67
H 0.65 3.61 3.20
H 0.90 2.09 5.36
H 3.02 2.47 7.51
H 1.47 3.31 7.44
H 0.27 1.12 7.62
H 1.36 1.37 8.99
H 1.83 0.28 7.69
*
```

ΔE to the lowest compared entry with this formula, charge and spin, kJ/mol: 37.1
HOMO level, eV: -11.632
Energy, eV: -42786.6268
Frontier orbital gap, eV: 9.903



Entry 3:
Density functional theory data (ωB97M-V/def2-TZVPD) for a cluster of 6 separate species, C26H58O18 in total at a distorted geometry.

Geometry as ORCA input:
```
! wB97M-V def2-TZVPD RIJCOSX def2/J DEFGRID3
* xyz -2 1
O -3.52 -10.97 22.02
C -3.41 -12.04 22.88
O -3.70 -11.83 24.09
O -3.01 -13.13 22.42
H -3.78 -10.36 22.75
O -2.29 -15.08 20.18
C -1.77 -16.14 20.85
O -2.14 -16.38 22.03
O -1.01 -16.92 20.20
H -2.81 -14.61 20.87
C -5.08 -15.54 19.08
O -6.41 -15.70 18.61
C -6.54 -16.26 17.32
C -5.75 -17.51 16.99
O -6.17 -18.65 17.71
C -7.34 -19.31 17.28
C -7.26 -20.81 17.53
O -7.34 -21.10 18.90
C -7.25 -22.47 19.21
H -4.44 -16.43 19.10
H -5.26 -15.35 20.14
H -4.55 -14.72 18.61
H -6.35 -15.48 16.57
H -7.60 -16.52 17.18
H -4.68 -17.41 17.13
H -5.80 -17.71 15.91
H -7.46 -19.10 16.21
H -8.18 -18.91 17.85
H -6.35 -21.23 17.10
H -8.05 -21.32 16.96
H -8.03 -23.03 18.68
H -7.53 -22.54 20.26
H -6.29 -22.94 18.99
C -3.47 -18.02 10.61
O -3.35 -17.21 11.74
C -2.98 -17.90 12.92
C -2.56 -16.91 13.99
O -3.61 -16.43 14.80
C -3.39 -15.30 15.62
C -2.44 -15.54 16.79
O -1.13 -15.68 16.28
C -0.26 -16.29 17.20
H -2.61 -18.68 10.43
H -3.55 -17.40 9.72
H -4.37 -18.64 10.70
H -2.07 -18.47 12.70
H -3.68 -18.63 13.33
H -2.08 -16.03 13.53
H -1.78 -17.32 14.63
H -4.33 -14.83 15.90
H -2.89 -14.55 14.98
H -2.70 -16.42 17.39
H -2.41 -14.72 17.52
H 0.65 -16.55 16.65
H -0.55 -17.30 17.51
H -0.08 -15.66 18.08
C 2.08 -17.82 20.40
O 1.34 -18.99 20.19
C 1.71 -19.68 19.04
C 0.88 -20.92 18.91
O -0.44 -20.70 19.34
C -1.33 -20.46 18.28
C -2.58 -19.83 18.90
O -3.00 -20.59 20.02
C -4.39 -20.52 20.26
H 3.15 -18.01 20.57
H 1.79 -17.35 21.34
H 1.98 -17.11 19.57
H 2.79 -19.87 18.90
H 1.59 -18.99 18.18
H 1.27 -21.68 19.61
H 0.98 -21.44 17.95
H -1.63 -21.36 17.72
H -0.90 -19.72 17.60
H -3.39 -19.78 18.16
H -2.39 -18.79 19.19
H -4.56 -19.44 20.35
H -4.68 -21.09 21.13
H -5.00 -20.90 19.42
C 5.61 -7.65 20.93
O 4.31 -7.27 21.32
C 3.36 -8.31 21.29
C 2.87 -8.77 19.95
O 1.78 -9.67 20.08
C 0.49 -9.14 19.87
C -0.57 -10.23 20.09
O -0.38 -11.16 19.08
C -1.24 -12.30 19.18
H 6.25 -6.79 21.15
H 5.68 -7.92 19.88
H 6.01 -8.45 21.56
H 2.56 -8.05 21.99
H 3.82 -9.21 21.75
H 3.62 -9.38 19.46
H 2.60 -7.96 19.26
H 0.46 -8.83 18.82
H 0.35 -8.31 20.58
H -1.60 -9.88 20.19
H -0.30 -10.61 21.09
H -1.13 -12.85 20.11
H -0.94 -12.99 18.39
H -2.27 -11.97 19.01
*
```

ΔE to the lowest compared entry with this formula, charge and spin, kJ/mol: 98.0
HOMO level, eV: -1.462
Energy, eV: -64751.6518
Frontier orbital gap, eV: 5.001